[1]
A structure of composition C43H47N2OP2PtSSi. Source: the OMol25 dataset; level of theory: the ωB97M-V functional and the def2-TZVPD basis.

Cartesian coordinates (Å):
Pt  0.11  0.30  0.01
S  6.64  -2.99  3.85
P  2.28  0.67  1.10
P  1.04  -1.78  0.77
Si  0.16  3.30  -1.51
O  -2.06  -0.51  -0.57
N  2.53  -1.04  1.19
N  -0.73  1.81  -1.16
C  1.37  -3.17  -3.59
C  -2.61  -1.77  -0.40
C  2.39  -5.35  2.22
C  -1.98  1.62  -1.63
C  0.82  -4.49  3.82
C  5.43  2.07  3.32
C  7.01  -1.35  4.54
C  -3.74  -4.27  -0.06
C  0.78  -4.01  -2.66
C  1.76  -5.45  3.45
C  -3.90  0.13  -1.98
C  2.09  -4.30  1.37
C  5.86  -2.50  2.28
C  0.18  0.26  4.61
C  6.40  2.28  2.36
C  0.59  2.19  2.67
C  0.29  3.62  -3.39
C  -0.65  4.66  -0.44
C  0.72  -3.62  -1.33
C  1.20  -3.31  1.76
C  -0.27  2.44  3.72
C  -4.53  1.09  -2.76
C  1.89  -1.95  -3.20
C  2.00  3.13  -1.04
C  4.89  1.54  0.66
C  1.83  -1.56  -1.88
C  6.13  2.02  1.03
C  4.19  1.58  2.96
C  -2.44  -2.74  -1.38
C  4.43  -2.01  2.46
C  -3.00  -3.99  -1.20
C  -3.32  -2.04  0.75
C  0.55  -3.42  2.99
C  -3.93  2.34  -2.92
C  1.27  0.97  2.60
C  1.26  -2.41  -0.93
C  -2.70  2.59  -2.36
C  1.07  0.01  3.58
C  -3.89  -3.30  0.92
C  -0.49  1.47  4.68
C  -2.67  0.38  -1.41
C  3.91  1.31  1.62
C  3.85  -1.65  1.09
H  -3.44  -1.27  1.50
H  6.11  -0.91  4.96
H  4.66  1.35  -0.38
H  0.10  5.30  0.00
H  4.40  -1.12  3.10
H  0.66  2.74  -3.90
H  -2.27  3.57  -2.47
H  -4.43  3.11  -3.48
H  2.34  -1.29  -3.93
H  6.88  2.19  0.27
H  0.01  -0.50  5.37
H  5.63  2.29  4.36
H  0.37  -4.96  -2.95
H  2.45  2.27  -1.52
H  -1.33  5.30  -1.00
H  5.88  -3.39  1.65
H  3.83  -2.79  2.93
H  -5.48  0.88  -3.22
H  0.76  2.94  1.91
H  3.10  -6.10  1.92
H  2.16  3.05  0.04
H  0.24  -4.25  -0.60
H  6.48  -1.73  1.83
H  0.30  -4.59  4.76
H  3.79  -2.55  0.47
H  7.37  2.66  2.65
H  1.61  -0.92  3.53
H  -0.16  -2.67  3.29
H  1.99  -6.26  4.12
H  -4.21  -5.23  0.06
H  4.53  -0.95  0.59
H  1.00  4.43  -3.58
H  2.55  -4.27  0.40
H  -4.38  -0.82  -1.81
H  -0.78  3.39  3.79
H  2.25  -0.61  -1.57
H  -1.23  4.21  0.37
H  -1.18  1.65  5.49
H  3.44  1.40  3.72
H  -2.87  -4.74  -1.97
H  2.53  4.01  -1.38
H  7.42  -0.72  3.75
H  7.75  -1.50  5.32
H  -0.64  3.89  -3.87
H  -1.86  -2.51  -2.26
H  1.43  -3.47  -4.63
H  -4.47  -3.50  1.80

Values from the calculation:
- frontier orbital gap (eV) = 5.0
- electronic energy (a.u.) = -3341.05124
- charge = +1
- M (g mol⁻¹) = 925.0
- energy relative to the best compared isomer or geometry (same formula, charge and spin) (kcal per mole) = 66.3
- HOMO level (eV) = -9.251

[2]
A structure of composition C43H47N4O3SZr. Source: the OMol25 dataset; level of theory: the ωB97M-V functional and the def2-TZVPD basis.

Cartesian coordinates (Å):
Zr  0.46  -0.92  0.04
S  0.23  1.48  -1.00
O  -1.46  -1.10  0.01
O  1.07  -4.39  -1.11
O  2.12  -0.47  0.91
N  1.15  0.57  -3.35
N  1.07  -2.06  -1.63
N  -1.09  0.30  -2.95
N  0.19  -2.26  2.04
C  -3.56  0.67  4.24
C  -1.41  -0.29  -4.25
C  2.55  -1.82  2.77
C  -4.42  -0.32  3.76
C  2.56  0.80  -3.02
C  -1.50  0.72  -5.39
C  -2.39  0.96  3.55
C  -5.19  -0.53  -1.76
C  -2.43  2.87  -4.30
C  -2.08  0.26  2.39
C  -4.10  -1.01  2.60
C  0.83  -2.67  4.32
C  -1.35  -3.23  3.61
C  4.95  0.54  2.96
C  -2.55  -1.61  0.74
C  3.05  3.16  -3.93
C  1.12  -2.24  3.03
C  -2.66  1.72  -5.27
C  2.72  -0.41  2.18
C  6.23  -0.44  0.71
C  2.03  0.69  3.00
C  -4.27  -2.92  -0.67
C  1.63  1.85  2.34
C  -5.29  -2.93  -1.62
C  1.02  2.89  3.04
C  0.81  2.77  4.40
C  -2.92  -0.74  1.92
C  6.32  0.73  2.80
C  1.22  1.63  5.07
C  3.26  1.66  -4.07
C  -0.42  -3.14  4.63
C  -2.06  -2.97  1.26
C  4.21  -0.14  2.00
C  1.83  0.60  4.37
C  1.07  -3.25  -1.37
C  -4.18  -0.53  -0.81
C  1.61  3.63  -4.14
C  6.96  0.24  1.67
C  -3.71  -1.72  -0.26
C  0.11  0.73  -2.56
C  -1.02  -2.80  2.33
C  -5.75  -1.74  -2.17
C  4.86  -0.62  0.87
H  -5.55  0.40  -2.17
H  4.33  1.44  -3.99
H  2.17  -0.27  4.91
H  -5.72  -3.87  -1.93
H  1.08  1.54  6.13
H  -3.80  1.21  5.14
H  -2.89  -3.54  1.68
H  -1.84  0.46  -2.29
H  6.88  1.26  3.56
H  -1.62  0.15  -6.31
H  -1.66  -3.53  0.41
H  0.95  3.29  -3.34
H  8.02  0.39  1.55
H  -3.75  0.41  -0.48
H  1.57  4.72  -4.15
H  3.11  -1.91  3.70
H  -4.78  -1.77  2.23
H  3.70  3.66  -4.65
H  4.29  -1.15  0.11
H  -1.72  1.73  3.90
H  -1.48  3.37  -4.51
H  -3.22  3.61  -4.40
H  2.60  1.28  -2.04
H  1.22  3.27  -5.09
H  -3.57  1.18  -5.00
H  -2.83  2.14  -6.27
H  1.82  1.96  1.28
H  0.72  3.78  2.51
H  1.61  -2.63  5.07
H  -2.34  -3.62  3.79
H  4.46  0.94  3.84
H  3.01  -2.50  2.05
H  1.00  0.11  -4.23
H  3.39  3.48  -2.94
H  -2.41  2.55  -3.26
H  -0.67  -3.46  5.63
H  -3.93  -3.86  -0.27
H  -5.34  -0.54  4.28
H  6.72  -0.82  -0.17
H  -2.37  -0.79  -4.13
H  -6.54  -1.75  -2.90
H  -0.67  -1.07  -4.47
H  2.96  1.33  -5.07
H  -1.18  0.51  1.83
H  0.33  3.58  4.95
H  3.04  -0.18  -2.93
H  -0.56  1.28  -5.48

Values from the calculation:
- frontier orbital gap (eV) = 8.4
- electronic energy (a.u.) = -2556.80700
- charge = +1
- M (g mol⁻¹) = 791.2
- energy relative to the best compared isomer or geometry (same formula, charge and spin) (kcal per mole) = 7.2
- HOMO level (eV) = -11.260

Let's list maximum force in order: 0.059, 0.013 Eh/bohr.